Entry 1:
{"formula": "C5H11OP", "method": "ωB97M-V/def2-TZVPD", "spin_multiplicity": 3, "e_above_lowest_kcal_mol": 39.8, "charge": 0, "fmax_ha_per_bohr": 0.074, "e_homo_ha": [-0.2088, -0.3398], "elements": ["C", "C", "C", "C", "C", "O", "P", "H", "H", "H", "H", "H", "H", "H", "H", "H", "H", "H"], "positions_angstrom": [[-1.941628, -0.224953, 0.704825], [-0.913891, -0.081985, -0.269873], [-3.381666, 0.142937, 0.561128], [2.282850, 1.108588, 0.068178], [2.163822, -1.692569, -0.167062], [-1.444785, -1.366001, -0.099921], [1.370557, -0.293448, 0.795471], [-1.612413, -0.257549, 1.797877], [-1.060284, 0.426125, -1.209304], [-3.810669, 0.226380, -0.505787], [-3.622213, 1.113812, 1.096889], [-3.989211, -0.710348, 1.170641], [3.388758, 1.219412, 0.450197], [1.998776, 2.173159, 0.282101], [2.506360, 1.022934, -1.090123], [1.858083, -2.692338, 0.301297], [3.322186, -1.737097, -0.028077], [2.188457, -1.378512, -1.253126]], "forces_ev_per_a": [[0.29, -0.18, 1.83], [-2.09, -0.19, -1.00], [-2.54, -0.91, 0.67], [3.21, 1.50, -1.46], [2.56, 0.24, 1.02], [0.27, 1.17, 0.28], [1.92, -0.66, 0.48], [-0.32, -0.17, -1.47], [0.28, 0.05, -0.56], [0.95, -0.33, 1.61], [0.46, -1.09, -0.59], [1.12, 2.01, -1.58], [-1.70, -0.82, -0.39], [-0.70, -1.13, -0.23], [-0.86, 0.08, 2.03], [-0.20, 1.31, -1.68], [-1.65, 0.36, 0.25], [-1.00, -1.23, 0.79]]}

***

Entry 2:
{"formula": "C3H10NO", "method": "ωB97M-V/def2-TZVPD", "e_above_lowest_kcal_mol": 34.3, "charge": 1, "fmax_ha_per_bohr": 0.059, "e_homo_ha": -0.5381, "elements": ["C", "C", "C", "N", "H", "H", "H", "H", "H", "H", "H", "H", "H", "H", "O"], "positions_angstrom": [[-0.523368, 1.762097, -1.158638], [0.629516, 0.847359, -0.635554], [2.001724, 0.908355, -0.748679], [0.138304, -0.209994, 0.275889], [-0.700853, 1.411062, -2.216640], [-1.405367, 1.605658, -0.582019], [-0.292937, 2.832080, -1.266649], [2.790572, 0.180028, -0.302364], [2.333905, 1.884656, -1.228824], [-0.169402, 0.076113, 1.180553], [0.856979, -1.011685, 0.265033], [-0.720418, -0.672625, 0.046920], [-1.685171, -3.434804, 2.095771], [-2.152813, -2.069492, 2.194217], [-1.558732, -2.554737, 1.642501]], "forces_ev_per_a": [[1.97, -1.07, -1.74], [1.96, 1.15, 0.44], [-1.62, 1.07, 0.14], [1.29, -2.52, -1.10], [-0.18, 0.30, 1.04], [-0.68, 0.05, 0.43], [0.20, -0.48, 0.46], [-1.75, 1.39, -0.85], [0.01, -1.76, 0.37], [0.90, 0.75, 1.48], [-1.26, 1.48, 0.78], [-0.89, -0.61, -1.38], [0.65, 0.89, -1.10], [-0.76, 1.05, 0.44], [0.17, -1.70, 0.60]]}

***

Entry 3:
{"formula": "C4H9NO2", "method": "ωB97M-V/def2-TZVPD", "e_above_lowest_kcal_mol": 40.4, "charge": 0, "fmax_ha_per_bohr": 0.038, "e_homo_ha": -0.3603, "elements": ["C", "C", "O", "C", "N", "C", "O", "H", "H", "H", "H", "H", "H", "H", "H", "H"], "positions_angstrom": [[-1.138881, 1.564190, -0.086719], [-0.827955, 0.094709, -0.249921], [-1.573224, -0.743525, 0.627425], [0.673322, -0.216696, -0.176555], [1.110599, -0.223297, 1.188403], [0.996660, -1.534627, -0.922790], [1.473084, -1.498209, -2.016812], [-2.205598, 1.734222, 0.052897], [-0.834639, 2.109415, -0.974646], [-0.657958, 2.042623, 0.766689], [-1.126610, -0.181116, -1.277612], [-0.935899, -1.071991, 1.277745], [1.182453, 0.489818, -0.846029], [1.878772, -0.837034, 1.403923], [1.261340, 0.703804, 1.557689], [0.724538, -2.432288, -0.323692]], "forces_ev_per_a": [[-0.15, 0.43, 0.35], [-0.35, -0.65, -0.83], [0.38, 0.13, -0.10], [0.29, 0.00, -1.34], [-0.22, -0.30, 0.57], [-0.64, 1.11, 1.51], [0.05, -0.69, -0.26], [-0.08, -0.22, -0.10], [0.10, 0.06, -0.17], [0.18, -0.17, 0.16], [-0.09, 0.08, 0.26], [-0.09, 0.19, 0.21], [0.01, 0.33, 0.36], [0.24, 0.14, -0.10], [0.10, -0.12, 0.05], [0.27, -0.33, -0.57]]}

***

Entry 4:
{"formula": "C2H4N2O", "method": "ωB97M-V/def2-TZVPD", "e_above_lowest_kcal_mol": 87.3, "charge": 0, "fmax_ha_per_bohr": 0.116, "e_homo_ha": -0.3481, "elements": ["N", "N", "O", "C", "C", "H", "H", "H", "H"], "positions_angstrom": [[0.594679, -0.812213, -1.216715], [1.652343, -1.144457, -0.942815], [2.725280, -1.481474, -0.723964], [-0.460735, 0.766115, 1.008036], [-1.047416, 0.312987, -0.123485], [0.420090, 1.511288, 1.030448], [-0.897719, 0.371457, 1.944051], [-1.970321, -0.229548, 0.139943], [-1.016201, 0.705845, -1.115501]], "forces_ev_per_a": [[3.69, -1.83, -0.07], [-5.40, 1.57, -1.90], [2.98, -0.85, 1.00], [0.56, 0.56, -0.84], [-2.06, 1.66, 3.07], [-1.55, -1.36, 0.06], [0.78, 0.45, -0.41], [0.53, -0.32, -0.72], [0.47, 0.12, -0.20]]}

***

Entry 5:
{"formula": "C6H7NO", "method": "ωB97M-V/def2-TZVPD", "e_above_lowest_kcal_mol": 100.1, "charge": 0, "fmax_ha_per_bohr": 0.105, "e_homo_ha": -0.3202, "elements": ["C", "C", "C", "C", "C", "C", "H", "H", "H", "H", "H", "H", "H", "N", "O"], "positions_angstrom": [[-0.634895, 0.234765, -0.713826], [0.738110, -0.242411, -0.822829], [0.098187, -1.568327, -0.592964], [-0.773678, -0.695091, 0.465455], [0.587358, 1.415120, 1.221560], [1.222691, 0.279519, 0.636996], [1.534224, 0.032072, -1.539975], [-0.415586, -2.068737, -1.506152], [0.540449, -2.239662, 0.165278], [-1.824635, -1.056662, 0.777272], [0.967184, 1.847179, 2.060086], [-0.174530, 2.127248, 0.743419], [2.222797, -0.159064, 0.905461], [0.094728, -0.011254, 1.460190], [-1.367455, 0.631869, -1.624134]], "forces_ev_per_a": [[-3.18, 0.54, -4.32], [4.23, 2.68, 0.93], [-0.35, -1.64, 2.25], [-4.05, 1.48, -0.62], [-4.03, 0.22, -2.22], [2.47, -2.99, -2.74], [-1.02, -0.38, -0.22], [0.65, 1.04, 2.00], [0.67, -0.33, -1.14], [1.92, 0.67, -0.14], [1.11, 0.79, 2.42], [1.45, -1.23, -0.03], [-0.88, 0.95, 0.07], [0.20, -1.72, 1.52], [0.81, -0.08, 2.24]]}